1.
C4H10NO2 | ωB97M-V/def2-TZVPD

Geometry (Å):
C  -1.67834  0.87377  0.86517
C  -1.06284  -1.41093  -0.38140
C  2.87534  0.68680  -0.38124
C  -0.58659  -0.25575  0.45558
N  1.90653  -0.19716  0.10711
O  2.09070  -1.23179  0.63243
O  0.47318  0.30547  -0.12165
H  -2.65466  0.51986  1.09862
H  -1.34588  1.46972  1.72498
H  -1.84553  1.54298  0.11919
H  -0.24563  -2.13538  -0.66450
H  -1.56156  -1.21466  -1.35664
H  -1.61328  -2.07395  0.19417
H  3.93926  0.42144  -0.17465
H  2.57030  1.72770  -0.23094
H  2.92338  0.69450  -1.56785
H  -0.35590  -0.73120  1.47355

structure (SMILES)	CC(C)O[N+](C)=O
total charge	+1
multiplicity	1
HOMO-LUMO gap	8.5966	eV
ΔE to the lowest compared entry with this formula, charge and spin	665.6	kJ/mol
largest force on an atom	6.98	eV/Å
HOMO level	-15.68	eV

***

2.
CH4NO3P | ωB97M-V/def2-TZVPD

Geometry (Å):
C  1.14435  -0.54156  1.95837
N  -0.29726  0.13074  -1.97281
O  -1.72254  -0.61710  0.02298
O  -1.68975  1.96170  -0.52220
O  1.16773  -0.09370  0.84249
P  -1.27210  0.59127  -0.68466
H  2.12166  -0.48769  2.55715
H  0.35597  -1.22571  2.43581
H  -0.29447  0.78980  -2.73938
H  0.48640  -0.50774  -1.89772

structure (SMILES)	NP(=O)=O.C=O
multiplicity	1
HOMO-LUMO gap	10.9346	eV
ΔE to the lowest compared entry with this formula, charge and spin	104.4	kJ/mol
largest force on an atom	3.58	eV/Å
HOMO level	-10.60	eV

***

3.
C4H9N2 | ωB97M-V/def2-TZVPD

Geometry (Å):
C  -2.59071  -0.97693  0.58045
C  -0.54866  1.52308  -0.82251
C  1.36566  0.13985  -0.29032
C  0.91781  -0.94981  0.39464
N  -1.41613  -0.15009  0.57424
N  -1.28712  0.83287  -0.08859
H  -2.48071  -1.93127  1.17183
H  -3.36120  -0.41490  1.28732
H  -0.66374  2.53089  -1.00928
H  0.34653  0.94161  -1.17548
H  1.81814  -0.08989  -1.26897
H  1.57686  1.12583  0.13112
H  -3.22187  -1.17310  -0.32675
H  0.70832  -1.86770  -0.17191
H  0.60910  -1.01360  1.50396

total charge	+1
multiplicity	1
HOMO-LUMO gap (alpha / beta)	8.7403 / 8.7397	eV
ΔE to the lowest compared entry with this formula, charge and spin	609.8	kJ/mol
largest force on an atom	3.78	eV/Å
HOMO level (alpha / beta)	-14.54 / -14.54	eV

***

4.
C6H12 | ωB97M-V/def2-TZVPD

Geometry (Å):
C  -2.13910  -0.30458  -0.21217
C  -1.12572  0.37468  0.71197
C  -0.00973  1.12108  0.01874
C  1.00599  1.69634  0.65211
C  1.99772  -0.88842  -0.25572
C  1.03541  -1.55863  -0.87376
H  -2.45383  0.36864  -1.01746
H  -1.73817  -1.21216  -0.67644
H  -3.03404  -0.59122  0.35060
H  -1.65021  1.11742  1.32250
H  -0.71622  -0.36340  1.41636
H  -0.06259  1.17941  -1.06955
H  1.77907  2.24051  0.11646
H  1.13807  1.58121  1.72748
H  2.15613  -0.96820  0.81722
H  2.62585  -0.16720  -0.77310
H  0.37127  -2.22230  -0.32700
H  0.82010  -1.40317  -1.92826

structure (SMILES)	C=CCC.C=C
multiplicity	1
HOMO-LUMO gap	10.0964	eV
ΔE to the lowest compared entry with this formula, charge and spin	224.0	kJ/mol
largest force on an atom	0.36	eV/Å
HOMO level	-8.81	eV

***

5.
C47H37N7O3S3Ti | ωB97M-V/def2-TZVPD

Geometry (Å):
Ti  0.00150  -0.11774  0.13026
N  -1.12344  -4.25915  1.59408
C  -0.40742  -3.23063  1.11339
N  -0.80408  -2.00737  1.10532
C  -2.04462  -1.68034  1.68689
N  -2.38230  -0.45404  1.82616
N  -1.42034  0.41133  1.36479
C  -1.44900  1.67719  1.85290
C  -0.36603  2.42812  1.48469
C  -0.12845  3.77829  1.89557
C  1.00418  4.41333  1.52170
C  1.96034  3.72030  0.71574
C  1.69738  2.44682  0.33804
N  0.56248  1.77342  0.68602
C  -2.89876  -2.76732  2.16901
C  -4.17044  -2.55183  2.69908
C  -4.92133  -3.61201  3.16457
C  -4.41349  -4.90952  3.10474
C  -3.15745  -5.14222  2.58130
C  -2.40542  -4.06720  2.11932
H  -0.70976  -5.17513  1.61493
H  0.57381  -3.46947  0.71837
H  -2.20672  2.00426  2.54867
H  -0.87765  4.27018  2.50157
H  1.18555  5.43664  1.82355
H  2.88048  4.19249  0.40236
H  2.40646  1.90057  -0.27347
H  -4.54051  -1.53618  2.73833
H  -5.90361  -3.43567  3.58172
H  -5.00201  -5.74054  3.47021
H  -2.75471  -6.14669  2.53066
O  0.55782  -0.68360  3.20952
S  1.76748  -1.15321  2.60496
O  2.12449  -2.54628  2.76051
N  1.70581  -0.76298  1.01333
C  2.74826  -1.08400  0.14063
C  3.95338  -1.68271  0.43548
C  4.94648  -1.84619  -0.55484
C  4.76337  -1.42412  -1.83850
C  3.52906  -0.83052  -2.19504
C  3.23522  -0.35370  -3.49331
C  2.02240  0.21733  -3.76217
C  1.06912  0.30552  -2.73445
N  1.31116  -0.14032  -1.51905
C  2.52627  -0.69214  -1.22179
C  3.07117  -0.15765  3.26863
C  2.85886  1.21424  3.33280
C  3.85822  2.02413  3.84420
C  5.04644  1.46327  4.29704
C  5.23893  0.09066  4.24595
C  4.24644  -0.72962  3.72699
H  4.14619  -2.03603  1.43459
H  5.88203  -2.31237  -0.27364
H  5.53844  -1.53613  -2.58524
H  3.98900  -0.44070  -4.26711
H  1.77819  0.60480  -4.74109
H  0.08892  0.75214  -2.88375
H  1.92112  1.63263  2.99020
H  3.70594  3.09434  3.89184
H  5.82356  2.10075  4.69886
H  6.16015  -0.34331  4.61186
H  4.36519  -1.80444  3.69609
O  -1.26731  -0.99279  -1.22091
S  -2.76019  -0.74602  -1.48297
C  -3.36887  -2.44268  -1.34030
C  -2.57539  -3.54130  -1.63535
C  -3.09206  -4.81413  -1.46148
C  -4.39111  -4.98443  -0.99340
C  -5.17573  -3.88063  -0.69878
C  -4.66136  -2.60204  -0.86948
C  -2.86756  -0.62938  -3.25391
C  -4.00647  -0.05238  -3.78905
C  -4.12721  0.03857  -5.16711
C  -3.11320  -0.43652  -5.98720
C  -1.97224  -1.00073  -5.43174
C  -1.84191  -1.09999  -4.05517
H  -1.56322  -3.39465  -1.99156
H  -2.48257  -5.67863  -1.69353
H  -4.78783  -5.98152  -0.85261
H  -6.18050  -4.01202  -0.31976
H  -5.25460  -1.73092  -0.61624
H  -4.77387  0.34634  -3.13673
H  -5.00537  0.49937  -5.59903
H  -3.20757  -0.35716  -7.06199
H  -1.17816  -1.36115  -6.07302
H  -0.95311  -1.52102  -3.60214
S  -1.86824  1.90774  -1.44613
C  -1.67245  3.07977  -2.73658
C  -0.40750  3.48460  -3.18076
C  -0.26408  4.41759  -4.19637
C  -1.38034  4.97639  -4.80412
C  -2.64288  4.58877  -4.37246
C  -2.78811  3.65741  -3.35697
H  0.47245  3.07547  -2.69603
H  0.72937  4.71580  -4.51125
H  -1.26904  5.71058  -5.59173
H  -3.52540  5.02114  -4.82985
H  -3.77510  3.36597  -3.01914

multiplicity	1
HOMO-LUMO gap (alpha / beta)	5.0011 / 5.0174	eV
ΔE to the lowest compared entry with this formula, charge and spin	72.2	kJ/mol
largest force on an atom	1.59	eV/Å
HOMO level (alpha / beta)	-5.46 / -5.46	eV

***

6.
C18H36BeBr3Cl2Cs2F4N6O7 | ωB97M-V/def2-TZVPD

Geometry (Å):
C  0.93987  -0.03371  -0.68877
C  0.82845  -0.97438  -1.95280
C  -0.62561  -0.98394  -2.59343
N  -0.92387  -2.32006  -3.23538
C  -2.27049  -2.71978  -3.01581
N  -3.40594  -1.99348  -2.59167
C  -4.46443  -2.86310  -2.49544
C  -5.93895  -2.65456  -2.04158
C  -5.92750  -2.36001  -0.48081
C  -6.77552  -1.61256  -2.92218
C  -6.54583  -0.07381  -2.55065
N  -4.08253  -4.13141  -2.86008
C  -2.70183  -4.09477  -3.18584
Cl  -1.66233  -5.44652  -3.67442
H  0.31029  0.88020  -0.84642
H  1.99842  0.29383  -0.50658
H  0.63962  -0.62561  0.22942
H  1.18052  -1.99875  -1.64128
H  1.59425  -0.59616  -2.72060
H  -1.38384  -0.69395  -1.81726
H  -0.56947  -0.25011  -3.45099
H  -0.36798  -2.98223  -2.66899
H  -3.43474  -0.99577  -2.39023
H  -6.44940  -3.65948  -2.16763
H  -4.96464  -2.78327  -0.05163
H  -6.76240  -2.94035  -0.01135
H  -5.95028  -1.27866  -0.20507
H  -6.56636  -1.79473  -4.04143
H  -7.90428  -1.83596  -2.70524
H  -6.94247  0.08955  -1.49583
H  -5.47714  0.23321  -2.70444
H  -7.22183  0.55481  -3.24239
H  -4.70535  -4.94062  -2.85182
Cl  2.47594  1.19365  -3.09339
C  -1.63218  -0.23065  2.68446
Br  -2.89503  -0.97883  3.94466
Br  -2.28644  -0.31010  0.86836
Br  -1.11097  1.56597  3.17918
H  -0.73519  -0.84409  2.72772
C  0.66971  4.73813  -4.63548
C  1.16456  5.52503  -3.43325
O  1.11368  4.71573  -2.27136
H  -0.35307  4.39728  -4.47465
H  0.70051  5.35044  -5.54335
H  1.28051  3.84490  -4.79263
H  0.53793  6.40140  -3.26661
H  2.19508  5.86240  -3.58033
H  1.68175  3.93851  -2.42363
Be  -3.54763  2.02437  4.01038
C  3.64681  -1.42254  5.75354
C  4.18392  -0.03213  6.03685
O  4.18142  0.82771  4.89871
C  2.95914  1.46502  4.52523
O  2.39164  2.07789  5.52882
C  1.96383  0.50011  3.77467
F  2.62623  -0.34770  2.96934
F  1.12527  1.20028  2.96077
F  1.18836  -0.25023  4.56564
H  3.98356  -1.78732  4.78091
H  3.97311  -2.11841  6.52561
H  2.55896  -1.43297  5.75895
H  5.23689  -0.13800  6.30991
H  3.69525  0.42039  6.90291
H  3.31100  2.10572  3.69110
N  2.19797  -3.19986  8.05020
O  2.69408  -4.21960  7.56700
O  0.97356  -3.02506  8.00636
O  2.92443  -2.34788  8.57703
F  -8.01822  -0.67720  -0.18822
Cs  -8.66332  -2.00815  -4.73201
Cs  3.29850  4.58565  -4.77000
C  8.54999  2.73553  -1.15413
O  9.58697  3.22080  -1.57020
N  7.67424  2.07297  -1.96239
N  8.17525  2.81242  0.15266
H  6.81495  1.66604  -1.64099
H  7.91773  1.99556  -2.93406
H  8.79639  3.29368  0.77955
H  7.32647  2.41935  0.51473

total charge	+1
multiplicity	1
HOMO-LUMO gap	1.9674	eV
largest force on an atom	6.47	eV/Å
HOMO level	-8.98	eV

***

Q: What is the largest force on an atom in the third record?
A: 3.78 eV/Å